Entry from the OMol25 dataset: 2 unconnected molecules or ions with the total composition C11H14N2O in a non-equilibrium geometry (ωB97M-V/def2-TZVPD).

For the energy, the calculation gives -16662.075 eV.

Geometry as ORCA input:
```
! RIJCOSX wB97M-V def2-TZVPD def2/J DEFGRID3
* xyz 0 1
C -1.10 -3.78 1.50
C -0.64 -2.35 1.60
C 0.23 -1.86 0.62
C 0.61 -0.53 0.56
C 0.11 0.34 1.54
O 0.46 1.65 1.60
C -0.76 -0.12 2.51
C -1.15 -1.46 2.52
H -1.91 -3.98 2.20
H -0.32 -4.46 1.84
H -1.43 -4.03 0.50
H 0.51 -2.55 -0.16
H 1.25 -0.06 -0.17
H 1.04 1.93 0.87
H -1.09 0.56 3.29
H -1.88 -1.76 3.25
C -1.01 2.67 -1.18
C 0.21 2.08 -1.76
C 0.33 1.31 -2.89
N 1.66 1.04 -3.01
C 2.29 1.61 -1.96
N 1.45 2.25 -1.19
H -0.81 3.74 -1.01
H -1.20 2.33 -0.17
H -1.89 2.44 -1.78
H -0.41 1.03 -3.61
H 2.10 0.40 -3.65
H 3.36 1.55 -1.85
*
```

=====

Entry from the OMol25 dataset: 10 unconnected molecules or ions with the total composition C37H62N2O24 in a non-equilibrium geometry (ωB97M-V/def2-TZVPD).

For the energy, the calculation gives -91489.650 eV.

Geometry as ORCA input:
```
! RIJCOSX wB97M-V def2-TZVPD def2/J DEFGRID3
* xyz 0 1
C 3.09 4.52 5.10
C 3.96 4.29 3.88
C 5.16 3.31 3.99
O 4.56 2.07 3.56
C 3.46 2.30 2.89
O 2.87 1.53 2.20
O 3.20 3.66 2.91
H 2.80 3.62 5.60
H 2.13 4.88 4.78
H 3.49 5.21 5.78
H 4.28 5.20 3.45
H 5.48 3.22 5.02
H 6.02 3.56 3.34
C 2.02 -4.93 -1.73
C 0.50 -4.88 -1.90
C 0.00 -6.07 -2.71
O -0.87 -6.71 -1.81
C -1.00 -6.13 -0.68
O -1.77 -6.45 0.19
O -0.17 -5.07 -0.65
H 2.31 -4.29 -0.88
H 2.51 -4.82 -2.68
H 2.30 -5.96 -1.51
H 0.15 -3.94 -2.32
H 0.89 -6.70 -2.97
H -0.50 -5.88 -3.62
C 0.51 5.18 1.46
C -0.59 4.35 2.06
C -0.22 3.38 3.21
O -0.87 4.05 4.34
C -1.62 5.06 3.92
O -2.36 5.67 4.71
O -1.46 5.34 2.68
H 1.30 4.57 1.01
H 1.04 5.93 2.02
H 0.13 5.72 0.67
H -1.07 3.81 1.24
H 0.84 3.27 3.38
H -0.72 2.39 3.05
C 0.08 1.90 -0.47
C -0.36 2.70 -1.72
C -1.45 2.00 -2.55
O -2.40 3.01 -2.79
C -2.11 4.03 -2.00
O -2.70 5.09 -1.97
O -1.05 3.82 -1.33
H 0.72 1.13 -0.83
H -0.68 1.44 0.15
H 0.76 2.51 0.12
H 0.52 2.85 -2.42
H -1.79 1.20 -1.95
H -1.09 1.52 -3.51
C 2.76 -2.01 -3.41
C 2.62 -0.74 -4.19
C 2.17 0.44 -3.43
O 3.00 1.51 -3.81
C 3.95 1.02 -4.59
O 4.85 1.73 -4.99
O 3.84 -0.27 -4.73
H 3.15 -2.76 -4.09
H 1.74 -2.40 -3.20
H 3.30 -1.93 -2.51
H 1.86 -0.96 -4.97
H 2.28 0.32 -2.38
H 1.07 0.59 -3.64
C 3.36 -1.86 0.84
O 4.67 -2.34 1.15
C 5.37 -2.91 0.20
O 4.83 -3.10 -1.10
O 6.59 -3.24 0.57
C 7.42 -4.07 -0.29
H 3.11 -1.05 1.54
H 2.68 -2.64 0.89
H 3.24 -1.36 -0.03
H 6.95 -4.96 -0.45
H 8.42 -4.26 0.10
H 7.50 -3.61 -1.31
C -4.54 -4.43 -0.60
O -4.13 -3.17 -0.12
C -4.98 -2.44 0.58
O -6.30 -2.88 0.73
O -4.44 -1.35 1.10
C -5.25 -0.49 1.91
H -4.60 -5.19 0.19
H -3.83 -4.77 -1.36
H -5.48 -4.37 -1.07
H -4.67 0.30 2.36
H -5.97 -0.96 2.64
H -5.86 0.05 1.20
C -0.57 -1.26 -6.28
O -0.85 -0.87 -4.99
C -1.26 -1.81 -4.15
O -1.47 -3.17 -4.53
O -1.63 -1.37 -2.95
C -2.45 -2.15 -2.05
H -1.40 -1.60 -6.82
H 0.24 -2.00 -6.29
H -0.24 -0.38 -6.93
H -3.49 -2.31 -2.44
H -2.63 -1.50 -1.17
H -2.00 -3.10 -1.84
C -4.99 3.57 3.84
C -5.61 3.50 2.46
C -4.67 3.74 1.32
C -3.81 2.60 1.08
N -3.09 1.73 0.83
H -4.64 4.58 4.04
H -4.18 2.85 3.83
H -5.74 3.33 4.63
H -6.37 4.25 2.38
H -5.97 2.47 2.43
H -3.90 4.40 1.61
H -5.20 4.10 0.47
C -0.03 -0.45 2.57
C -1.17 -1.30 2.09
C -0.63 -2.40 1.14
C 0.11 -1.83 -0.02
N 0.68 -1.47 -0.90
H 0.74 -1.07 3.06
H -0.30 0.29 3.31
H 0.50 0.08 1.77
H -1.83 -0.60 1.54
H -1.64 -1.60 3.03
H -1.42 -3.05 0.77
H 0.02 -3.11 1.67
*
```

=====

Entry from the OMol25 dataset: a molecular structure, C43H37BrCuN6O3Te (ωB97M-V/def2-TZVPD).

The expectation value of S² is 0.755. For the energy, the calculation gives -182250.063 eV.

Geometry as ORCA input:
```
! RIJCOSX wB97M-V def2-TZVPD def2/J DEFGRID3
* xyz -2 2
Cu 0.46 -1.32 -0.61
O -1.62 -2.23 2.80
C -1.03 -3.32 3.32
C -1.39 -3.74 4.60
C -0.81 -4.87 5.15
C 0.14 -5.60 4.45
C 0.49 -5.18 3.17
C -0.08 -4.05 2.59
C 0.28 -3.62 1.18
O 0.30 -2.25 1.12
N -0.71 -4.22 0.27
N -0.26 -4.21 -1.01
C -1.04 -3.84 -1.93
C -0.67 -3.89 -3.36
Br 0.90 -4.87 -3.78
C -1.35 -3.19 -4.24
C -1.11 -2.96 -5.68
C -1.22 -1.64 -6.14
C -1.02 -1.34 -7.48
C -0.71 -2.35 -8.38
C -0.61 -3.66 -7.94
C -0.80 -3.96 -6.59
H -1.04 -1.95 2.01
H -2.12 -3.15 5.14
H -1.10 -5.18 6.15
H 0.60 -6.48 4.88
H 1.23 -5.73 2.60
H 1.23 -4.09 0.89
H -1.63 -3.79 0.41
H -2.03 -3.42 -1.72
H -2.12 -2.56 -3.81
H -1.43 -0.86 -5.42
H -1.10 -0.31 -7.81
H -0.55 -2.11 -9.43
H -0.37 -4.45 -8.63
H -0.72 -4.98 -6.25
C 0.45 6.04 6.22
C 0.22 5.01 5.14
C 0.91 3.81 5.13
C 0.71 2.85 4.14
C 1.53 1.58 4.21
C -0.21 3.08 3.10
Te -0.71 1.49 1.60
N -0.82 0.03 -0.39
C -1.47 0.08 -1.52
O -1.33 -0.75 -2.47
C -2.45 1.21 -1.76
C -2.41 1.87 -2.98
C -3.29 2.92 -3.24
C -4.22 3.30 -2.28
C -4.28 2.63 -1.07
C -3.39 1.59 -0.81
C 1.29 1.59 0.91
C 2.13 0.52 1.20
C 3.43 0.48 0.72
C 3.90 1.52 -0.06
C 3.07 2.59 -0.34
C 1.76 2.65 0.13
C 0.90 3.83 -0.23
C -0.90 4.31 3.11
C -1.91 4.70 2.04
C -0.68 5.24 4.12
H 1.13 5.66 6.98
H -0.48 6.31 6.72
H 0.88 6.96 5.82
H 1.62 3.60 5.93
H 1.96 1.46 5.20
H 2.34 1.60 3.48
H 0.92 0.70 3.98
H -1.69 1.55 -3.72
H -3.24 3.44 -4.19
H -4.91 4.12 -2.48
H -5.00 2.91 -0.32
H -3.41 1.07 0.15
H 1.75 -0.29 1.81
H 4.06 -0.37 0.95
H 4.91 1.48 -0.47
H 3.44 3.40 -0.97
H 1.43 4.51 -0.89
H 0.60 4.38 0.67
H -0.02 3.51 -0.73
H -2.01 3.94 1.27
H -1.62 5.64 1.57
H -2.90 4.86 2.48
H -1.23 6.18 4.10
N 2.07 -1.98 -1.49
C 3.21 -2.07 -1.62
C 4.60 -2.19 -1.79
C 5.23 -3.45 -1.58
N 5.77 -4.46 -1.41
C 5.37 -1.07 -2.16
N 6.02 -0.16 -2.46
*
```

=====

Entry from the OMol25 dataset: C4H7I in the gas phase in a non-equilibrium geometry (ωB97M-V/def2-TZVPD).

For the energy, the calculation gives -12360.358 eV.

Geometry as ORCA input:
```
! RIJCOSX wB97M-V def2-TZVPD def2/J DEFGRID3
* xyz 0 1
C 0.08 1.47 -0.02
C -0.46 0.10 -0.03
I -2.60 0.02 0.01
C 0.26 -1.06 -0.81
C 0.16 -1.02 0.73
H -0.10 1.91 1.03
H -0.28 2.13 -0.78
H 1.13 1.49 -0.22
H 1.34 -1.02 -1.04
H -0.26 -1.70 -1.46
H -0.55 -1.56 1.47
H 1.29 -0.77 1.12
*
```

=====

Entry from the OMol25 dataset: a molecular structure, C18H18InN4Se3Te in a non-equilibrium geometry (ωB97M-V/def2-TZVPD).

For the energy, the calculation gives -233421.353 eV.

Geometry as ORCA input:
```
! RIJCOSX wB97M-V def2-TZVPD def2/J DEFGRID3
* xyz 1 1
In 9.20 10.32 11.00
C 6.36 9.63 9.28
N 7.08 9.08 10.48
C 7.60 7.68 10.23
C 8.86 7.64 9.37
C 8.97 6.66 8.38
C 10.27 6.38 7.91
C 11.34 7.12 8.38
C 11.10 8.22 9.20
N 9.87 8.50 9.60
C 6.35 9.28 11.72
C 6.50 10.72 12.23
C 5.60 11.24 13.16
C 5.87 12.52 13.67
C 7.03 13.24 13.30
C 7.75 12.73 12.26
N 7.47 11.50 11.78
C 7.19 10.67 8.53
C 6.60 11.21 7.39
C 7.28 12.19 6.71
C 8.60 12.45 7.13
C 9.18 11.82 8.20
N 8.39 11.04 8.95
H 5.99 8.83 8.59
H 5.51 10.22 9.64
H 7.94 7.30 11.19
H 6.81 7.01 9.79
H 8.14 6.03 8.16
H 10.38 5.48 7.26
H 12.35 6.77 8.22
H 11.96 8.80 9.64
H 5.34 9.02 11.56
H 6.70 8.53 12.49
H 4.86 10.60 13.61
H 5.19 12.85 14.43
H 7.28 14.13 13.75
H 8.61 13.21 11.72
H 5.70 10.84 6.93
H 6.92 12.66 5.75
H 9.23 13.04 6.52
H 10.27 11.99 8.39
Se 9.40 8.76 13.17
Se 10.42 10.60 14.13
Te 12.42 10.78 12.77
Se 11.20 11.79 10.79
*
```

=====

Entry from the OMol25 dataset: a molecular structure, C12H17Cl2HgOS2 in a non-equilibrium geometry (ωB97M-V/def2-TZVPD).

The expectation value of S² is 0.788. For the energy, the calculation gives -65654.583 eV.

Geometry as ORCA input:
```
! RIJCOSX wB97M-V def2-TZVPD def2/J DEFGRID3
* xyz 0 2
Hg -4.10 -1.66 1.43
Cl -3.22 1.94 2.32
C -3.16 1.11 3.85
C -4.13 1.60 4.70
C -4.17 1.14 6.02
C -3.20 0.22 6.49
C -2.23 -0.31 5.69
Cl -1.00 -1.41 6.35
C -2.21 0.06 4.24
S -1.52 -0.82 2.96
H -4.79 2.43 4.37
H -5.03 1.48 6.61
H -3.25 -0.17 7.47
C 3.81 -1.01 -5.96
C 3.70 -1.06 -4.41
C 2.30 -1.14 -3.77
S 1.98 0.52 -3.05
O 3.09 0.86 -2.09
C 0.45 -0.12 -2.09
C -0.13 0.83 -1.14
C 0.79 0.83 0.12
H 3.37 -0.06 -6.47
H 3.37 -1.94 -6.35
H 4.87 -1.08 -6.40
H 4.17 -0.20 -3.89
H 4.13 -1.98 -4.11
H 2.29 -1.76 -2.88
H 1.58 -1.53 -4.44
H 0.87 -1.04 -1.59
H -0.22 -0.60 -2.83
H -1.16 0.48 -1.01
H -0.27 1.90 -1.56
H 0.74 -0.13 0.61
H 0.44 1.52 0.91
H 1.83 1.13 -0.09
*
```

=====

Entry from the OMol25 dataset: 3 unconnected molecules or ions with the total composition C18H42BrO7P (ωB97M-V/def2-TZVPD).

For the energy, the calculation gives -113012.272 eV.

Geometry as ORCA input:
```
! RIJCOSX wB97M-V def2-TZVPD def2/J DEFGRID3
* xyz 0 1
C 3.27 -0.42 1.16
C 3.06 -0.13 -0.32
C 3.28 1.30 -0.82
Br 4.22 2.48 0.43
C 4.07 1.38 -2.14
O 3.70 0.37 -3.04
C 2.69 0.70 -3.98
C 1.35 0.12 -3.60
O 0.66 0.99 -2.72
C -0.72 1.09 -2.95
C -1.53 -0.12 -2.45
C -0.87 -0.85 -1.29
C -1.24 2.41 -2.35
P -0.16 3.18 -1.15
O 0.25 2.25 -0.09
O -0.96 4.43 -0.56
O 1.03 3.86 -1.93
H 2.84 0.34 1.80
H 4.33 -0.55 1.39
H 2.78 -1.36 1.41
H 3.66 -0.82 -0.90
H 2.02 -0.36 -0.55
H 2.31 1.77 -0.97
H 5.13 1.32 -1.93
H 3.89 2.37 -2.57
H 2.99 0.26 -4.92
H 2.59 1.78 -4.08
H 1.55 -0.84 -3.11
H 0.76 -0.06 -4.50
H -0.87 1.18 -4.03
H -2.51 0.20 -2.13
H -1.68 -0.82 -3.28
H -1.57 -1.58 -0.90
H -0.61 -0.18 -0.47
H 0.02 -1.41 -1.57
H -2.18 2.27 -1.83
H -1.43 3.12 -3.16
H -1.89 4.18 -0.43
H 1.61 4.30 -1.29
C -1.01 1.43 3.56
C -1.70 2.38 2.59
O -3.10 2.15 2.45
C -3.87 2.29 3.63
C -3.81 3.67 4.26
H -1.19 0.40 3.27
H 0.06 1.62 3.55
H -1.36 1.56 4.58
H -1.28 2.24 1.60
H -1.51 3.42 2.87
H -3.59 1.52 4.36
H -4.89 2.07 3.33
H -2.80 3.91 4.62
H -4.48 3.71 5.12
H -4.10 4.43 3.54
C -0.73 -4.98 2.68
C -0.79 -3.96 1.56
O 0.30 -4.04 0.66
C 0.46 -5.26 -0.03
C -0.73 -5.64 -0.90
H 0.20 -4.89 3.23
H -1.56 -4.81 3.38
H -0.81 -6.00 2.32
H -0.75 -2.96 1.98
H -1.74 -4.04 1.02
H 0.69 -6.07 0.67
H 1.34 -5.12 -0.66
H -1.63 -5.82 -0.32
H -0.51 -6.55 -1.46
H -0.95 -4.84 -1.61
*
```

=====

Entry from the OMol25 dataset: 3 unconnected molecules or ions with the total composition C5H7NO in a non-equilibrium geometry (ωB97M-V/def2-TZVPD).

For the energy, the calculation gives -8831.135 eV.

Geometry as ORCA input:
```
! RIJCOSX wB97M-V def2-TZVPD def2/J DEFGRID3
* xyz 0 1
N 2.19 -1.45 0.71
C 1.60 -1.95 1.59
O 2.06 0.64 -1.13
C 1.18 1.41 -0.80
C -1.75 0.55 0.60
C -1.70 -0.38 -0.58
C -1.21 -0.60 0.82
H 2.53 -0.87 -0.04
H 0.77 2.13 -1.53
H 0.75 1.43 0.21
H -2.10 1.50 0.97
H -0.98 -0.21 -1.39
H -2.61 -0.88 -0.92
H -0.73 -1.31 1.49
*
```